# 1
This record from OMol25 describes a cluster of 2 separate species, C6H17IN3O5P2 in total. The level of theory is ωB97M-V/def2-TZVPD.

```
34
Properties=species:S:1:pos:R:3:forces:R:3
N 2.133 -2.224 0.928 -0.1 0.0 0.1
C 1.023 -2.960 0.847 -0.1 0.2 -0.1
N 0.601 -3.813 1.798 0.4 -0.3 -0.3
C -0.316 -4.734 1.067 0.3 0.2 -0.3
C -1.017 -3.710 0.193 0.0 0.3 0.3
P -1.999 -2.432 1.171 -0.2 -0.1 0.2
O -3.223 -3.417 1.599 0.2 0.0 -0.1
I -2.792 -1.260 -0.822 -0.1 0.1 -0.1
N 0.203 -2.954 -0.219 -0.2 0.0 0.3
H 2.620 -1.949 0.091 -0.2 0.3 0.0
H 2.443 -1.859 1.813 0.2 -0.3 0.0
H 1.318 -4.215 2.386 -0.1 0.1 0.1
H 0.344 -5.297 0.400 -0.3 -0.5 0.0
H -0.925 -5.403 1.660 -0.1 0.3 0.4
H -1.619 -4.121 -0.609 0.3 -0.1 -0.3
H -3.732 -3.062 2.338 -0.1 0.0 0.0
H 0.077 -2.070 -0.705 0.1 -0.1 -0.2
C -0.098 3.166 -3.278 0.0 0.0 0.0
O -0.393 2.689 -1.950 0.0 0.0 0.0
P 0.412 3.307 -0.739 0.0 0.0 0.0
O 1.852 3.471 -0.945 0.0 -0.1 0.0
O 0.018 2.311 0.442 -0.1 0.0 -0.1
C 0.490 0.976 0.339 0.1 -0.1 0.1
O -0.397 4.602 -0.376 0.0 0.0 0.1
C 0.215 5.613 0.454 0.0 0.0 0.0
H 0.703 2.569 -3.709 0.0 0.0 0.0
H -1.008 3.056 -3.859 0.0 0.0 0.0
H 0.201 4.213 -3.261 0.0 0.0 0.0
H 1.549 0.960 0.068 0.0 0.0 0.0
H -0.094 0.434 -0.410 0.0 0.0 0.0
H 0.352 0.512 1.316 0.0 0.0 0.0
H 0.716 6.340 -0.180 0.0 0.0 0.0
H 0.934 5.174 1.143 0.0 0.0 0.0
H -0.589 6.087 1.008 0.0 0.0 0.0
```
Positions in Å, forces in eV/Å.

As for the charge: +1. The value obtained for the total energy is -47881.3389 eV.

# 2
This record from OMol25 describes a cluster of 3 separate species, C6H17N in total in a non-equilibrium geometry. The level of theory is ωB97M-V/def2-TZVPD.

```
24
Properties=species:S:1:pos:R:3:forces:R:3
C -1.729 -0.222 -0.478 -1.1 -0.9 1.4
C 0.618 0.389 -1.333 1.0 -0.5 0.5
C -1.807 -1.031 0.640 -0.8 0.6 -1.5
C -2.177 1.209 -0.427 0.2 0.2 -0.1
C 1.480 1.629 -1.097 0.0 -0.1 0.0
H -1.734 -0.688 -1.454 0.4 0.0 0.0
H 1.232 -0.436 -1.725 0.2 0.1 -0.2
H -0.054 0.611 -2.164 -0.4 -0.1 0.3
H -0.226 -0.841 1.242 1.9 0.8 0.5
H -1.753 1.810 -1.234 0.0 -0.1 0.1
H -3.268 1.252 -0.519 0.1 -0.1 0.0
H -2.243 -0.630 1.550 0.3 0.1 0.1
H -1.869 -2.107 0.515 0.2 0.0 0.0
H -1.914 1.677 0.523 0.0 0.0 0.0
H 2.264 1.433 -0.360 0.1 0.0 0.0
H 0.859 2.429 -0.684 0.1 0.2 0.0
H 1.976 2.013 -1.996 0.0 0.1 0.1
C 1.726 -1.753 1.442 -0.1 0.0 0.1
N 0.873 -0.580 1.264 -0.9 -0.6 -0.6
H 1.188 0.236 1.774 -0.4 -0.1 0.2
H 0.755 -0.199 0.078 -0.8 0.5 -1.0
H 2.710 -1.619 0.986 -0.1 0.1 0.0
H 1.849 -1.979 2.502 0.1 -0.1 0.0
H 1.246 -2.602 0.955 0.0 0.0 0.0
```
Positions in Å, forces in eV/Å.

As for the charge: 0. The value obtained for the total energy is -7983.4887 eV.

# 3
This record from OMol25 describes the ion C6H17N2 with charge +1 in a non-equilibrium geometry. The level of theory is ωB97M-V/def2-TZVPD.

```
25
Properties=species:S:1:pos:R:3:forces:R:3
C 0.285 3.007 0.518 0.7 0.7 2.0
C 0.279 1.537 0.954 -2.9 -0.8 -2.2
C -0.917 0.814 0.202 -0.2 1.6 -0.6
C -1.140 -0.655 0.592 1.1 1.1 1.1
C -1.324 -1.521 -0.646 -0.7 0.8 1.1
N -0.006 -1.572 -1.347 0.6 -1.4 0.8
C 0.978 -2.499 -0.650 1.8 -0.3 0.5
N 1.403 0.678 0.469 1.3 1.7 0.7
H -0.374 3.524 1.231 0.1 0.0 -0.3
H -0.076 3.296 -0.441 -0.1 -0.4 -1.0
H 1.262 3.495 0.699 -0.3 -0.4 -0.2
H -0.089 1.572 1.999 1.5 -0.8 -0.1
H -1.831 1.431 0.231 0.0 -0.4 0.7
H -0.735 0.956 -0.888 0.5 -0.5 0.4
H -1.925 -0.666 1.334 -0.9 -0.5 -0.4
H -0.285 -0.969 1.264 -0.5 -0.1 -1.2
H -1.725 -2.505 -0.346 0.8 0.1 -0.7
H -2.018 -1.059 -1.349 -0.1 0.0 0.2
H 0.529 -0.691 -1.363 -0.8 0.4 0.5
H 1.748 -1.901 -0.097 -0.4 -0.1 -1.4
H 1.378 -3.203 -1.374 0.4 0.4 -0.2
H 0.748 -3.146 0.204 -1.8 0.3 -0.4
H -0.183 -1.784 -2.334 0.4 -0.6 0.3
H 2.050 0.528 1.242 0.0 -0.3 0.1
H 1.967 1.333 -0.106 -0.4 -0.6 0.2
```
Positions in Å, forces in eV/Å.

Its SMILES is C[NH2+]CCC[C@H](C)N. As for the charge: +1. The value obtained for the total energy is -9470.5394 eV.

# 4
This record from OMol25 describes the ion C6H17N2 with charge +1 in a non-equilibrium geometry. The level of theory is ωB97M-V/def2-TZVPD.

```
25
Properties=species:S:1:pos:R:3:forces:R:3
C 0.778 1.670 0.265 1.2 -1.5 1.4
N -0.546 1.090 0.296 0.5 2.1 0.6
C -0.645 -0.339 0.184 -0.5 -1.7 0.6
C -1.156 -0.897 -1.110 -2.1 1.0 -3.8
C -0.255 -1.600 -2.152 1.3 -0.6 1.1
C -0.264 -3.096 -1.882 0.0 -0.6 2.1
C 1.432 1.633 1.690 -0.4 -0.1 -0.3
N 0.399 2.219 2.631 0.3 0.6 -0.5
H 1.434 1.077 -0.383 0.2 0.4 -0.1
H 0.921 2.733 0.060 -1.0 -0.1 -0.8
H -1.195 1.694 -0.183 -0.4 -0.7 -0.3
H 0.300 -0.822 0.456 0.3 0.4 -0.2
H -1.306 -0.758 0.958 0.0 0.5 0.1
H -1.660 -0.106 -1.722 0.8 0.5 0.6
H -2.107 -1.441 -1.083 0.4 -0.8 1.1
H -0.453 -1.430 -3.208 -0.5 0.4 0.2
H 0.767 -1.246 -1.969 0.1 0.1 -0.3
H -1.279 -3.491 -1.925 0.0 -0.2 -0.7
H -0.049 -3.279 -0.804 0.0 0.4 -0.2
H 0.482 -3.757 -2.319 -0.2 0.3 -0.8
H 1.738 0.688 2.134 -0.1 -0.2 -0.4
H 2.281 2.307 1.644 0.1 0.0 0.4
H -0.420 1.629 2.750 0.0 -0.6 -0.1
H 0.784 2.492 3.534 -0.1 0.0 0.0
H 0.019 3.029 2.138 0.0 0.3 0.4
```
Positions in Å, forces in eV/Å.

Its SMILES is CCCCNCC[NH3+]. As for the charge: +1. The value obtained for the total energy is -9470.3678 eV.

Question: What is the charge in the fourth record?
Answer: +1